1.
{"formula": "C7H28O7", "method": "ωB97M-V/def2-TZVPD", "elements": ["C", "O", "H", "H", "H", "H", "C", "O", "H", "H", "H", "H", "C", "O", "H", "H", "H", "H", "C", "O", "H", "H", "H", "H", "C", "O", "H", "H", "H", "H", "C", "O", "H", "H", "H", "H", "C", "O", "H", "H", "H", "H"], "xyz": [[-0.1481, -2.6444, -3.3413], [-1.1338, -2.2935, -4.2877], [-0.6240, -2.9864, -2.4222], [0.4830, -3.4259, -3.7663], [0.5381, -1.8226, -3.1207], [-1.7266, -1.6550, -3.8768], [0.1219, -0.3932, 0.2019], [-0.5004, -0.4946, -1.0739], [-0.4258, -1.0156, 0.9172], [1.1561, -0.7297, 0.1476], [0.1534, 0.6433, 0.5503], [-1.4335, -0.2848, -0.9512], [-2.0200, 0.9010, -3.6353], [-2.7213, -0.0678, -2.8926], [-2.6765, 1.5735, -4.2025], [-1.4135, 1.5959, -3.0394], [-1.3562, 0.3789, -4.3196], [-3.1586, 0.2920, -2.1091], [4.6045, -1.8906, -0.5085], [5.5832, -2.8322, -0.1004], [5.0862, -0.9161, -0.6524], [4.0046, -2.1911, -1.3620], [3.8472, -1.6374, 0.2534], [6.0651, -2.3897, 0.6041], [2.2469, 0.1795, 3.6448], [1.8529, 0.9791, 2.5397], [2.5183, 0.7827, 4.5181], [1.4054, -0.4487, 3.9176], [3.1355, -0.3969, 3.3768], [2.5836, 1.4660, 2.1539], [-4.0281, 0.2406, 1.0074], [-3.1079, 0.4496, -0.1079], [-4.9851, 0.7244, 0.8160], [-4.2026, -0.8315, 0.9468], [-3.5312, 0.5721, 1.9129], [-2.7889, 1.3594, -0.0567], [-0.2361, 3.2186, 3.0079], [-1.5738, 3.6609, 3.1844], [-0.1150, 2.5753, 2.1359], [0.3177, 4.1251, 2.7520], [0.2948, 2.7523, 3.8368], [-2.0913, 2.8776, 3.4009]], "smiles": "CO.CO.CO.CO.CO.CO.CO", "e_above_lowest_kcal_mol": 89.62, "lumo_energy_ev": 0.2, "total_charge": 0, "orbital_gap_ev": 9.6}


2.
{"formula": "C7H29HgN8O9", "method": "ωB97M-V/def2-TZVPD", "elements": ["Hg", "C", "O", "H", "H", "H", "C", "C", "O", "O", "H", "H", "H", "H", "H", "H", "C", "O", "N", "N", "H", "H", "H", "H", "C", "O", "N", "N", "H", "H", "H", "H", "C", "O", "N", "N", "H", "H", "H", "H", "C", "O", "N", "N", "H", "H", "H", "H", "O", "H", "H", "O", "H", "H"], "xyz": [[-3.8227, -0.9609, 2.3726], [-0.9676, -0.2069, 1.1721], [-2.2507, -0.6779, 0.9343], [-0.4444, -0.1039, 0.2042], [-0.8346, 0.7917, 1.6147], [-0.4454, -0.8785, 1.8575], [0.0533, 2.1356, -3.8457], [0.0539, 1.0231, -2.8533], [0.0332, -0.2550, -3.4638], [1.3750, 2.2930, -4.3473], [-0.1150, 3.0232, -3.2194], [-0.7459, 2.0292, -4.5794], [-0.7547, 1.0660, -2.0971], [0.9059, 1.0598, -2.1600], [0.0498, -0.9468, -2.7927], [1.4653, 3.1809, -4.7035], [-3.5323, 1.2897, -2.2495], [-3.6839, 1.6015, -3.4113], [-3.8237, 2.1284, -1.1988], [-2.9969, 0.0819, -1.8652], [-4.1333, 3.0546, -1.4289], [-3.4972, 1.8675, -0.2895], [-2.7442, -0.6140, -2.5434], [-2.9278, -0.1600, -0.8899], [2.3230, -1.4057, 4.3937], [2.9479, -1.0412, 5.3766], [2.1236, -0.5883, 3.2968], [1.7332, -2.6313, 4.3003], [2.4880, 0.3409, 3.3878], [1.5704, -0.9206, 2.5331], [1.5654, -3.1304, 5.1519], [1.3419, -2.9041, 3.4097], [2.0259, 3.5124, -0.7328], [1.1848, 4.3640, -0.9691], [3.2965, 3.5640, -1.2255], [1.7068, 2.3405, -0.0619], [3.5796, 4.3458, -1.7848], [3.9823, 2.8842, -0.9548], [2.4993, 1.7299, 0.0130], [0.7991, 2.3035, 0.3545], [-0.4056, -4.2560, 1.3396], [-0.0299, -3.6046, 2.3053], [-1.3261, -3.7504, 0.4451], [0.0950, -5.4752, 0.9990], [-1.5033, -4.2342, -0.4152], [-1.7118, -2.8553, 0.6825], [0.8994, -5.7723, 1.5265], [-0.0568, -5.8958, 0.1005], [0.2052, -2.3236, -1.5782], [-0.7041, -2.0849, -1.3748], [0.2863, -3.2315, -1.2774], [0.8051, 3.2986, 3.3737], [1.0746, 2.5226, 2.8753], [0.9882, 3.0769, 4.2932]], "lumo_energy_ev": -9.4, "total_charge": 1, "orbital_gap_ev": 2.4}


3.
{"formula": "C7H29N2O10S2", "method": "ωB97M-V/def2-TZVPD", "elements": ["C", "C", "C", "N", "S", "O", "O", "N", "S", "O", "O", "C", "C", "C", "C", "H", "H", "H", "H", "H", "H", "H", "H", "H", "H", "H", "H", "H", "H", "H", "H", "H", "O", "H", "H", "O", "H", "H", "O", "H", "H", "O", "H", "H", "O", "H", "H", "O", "H", "H"], "xyz": [[2.8879, -2.4412, -1.4526], [3.3878, -2.0829, -0.0451], [2.9721, -0.7046, 0.4490], [3.5853, 0.3678, -0.3476], [2.7932, 1.8497, -0.2971], [2.8603, 2.3044, 1.0823], [3.5015, 2.6649, -1.2550], [1.2695, 1.6546, -0.6216], [0.7165, 1.1576, -2.0246], [0.1440, 2.2794, -2.7576], [1.6459, 0.3346, -2.7691], [-0.7000, 0.1332, -1.6097], [-0.9053, -0.3288, -0.1573], [-1.1975, -1.8398, -0.0572], [-2.0003, 0.5407, 0.4880], [3.7144, -2.5601, -2.1545], [2.3393, -3.3862, -1.4393], [2.2364, -1.6638, -1.8520], [3.0054, -2.8055, 0.6828], [4.4794, -2.1562, -0.0035], [3.2513, -0.6069, 1.5054], [1.8887, -0.5885, 0.4013], [4.4893, 0.6133, 0.0515], [-0.6403, -0.7099, -2.2981], [-1.5426, 0.7469, -1.9121], [-0.0080, -0.1352, 0.4291], [-2.2637, -2.0267, 0.0794], [-0.8795, -2.3653, -0.9620], [-0.6721, -2.2758, 0.7926], [-2.9921, 0.0931, 0.3829], [-1.9823, 1.5286, 0.0290], [-1.8177, 0.6783, 1.5563], [0.3738, 3.5820, 2.7446], [1.0105, 3.0181, 2.2800], [-0.0661, 4.0454, 2.0248], [-3.2353, -2.1344, 2.4986], [-4.0028, -1.6651, 2.8520], [-3.2558, -2.9981, 2.9227], [-2.7995, 2.4412, -2.3763], [-2.0118, 2.9292, -2.6549], [-3.5474, 2.8794, -2.7915], [-0.4191, -3.6163, 2.8066], [-0.1460, -4.3431, 3.3749], [-0.9492, -3.0405, 3.3695], [-6.0180, -1.2146, 2.5057], [-6.8169, -0.6796, 2.5120], [-6.1874, -1.9243, 1.8778], [1.4245, 5.2132, -2.6604], [0.8595, 4.4583, -2.8755], [2.2199, 4.7793, -2.3240]], "lumo_energy_ev": 1.9, "total_charge": -1, "orbital_gap_ev": 8.0}


4.
{"formula": "C7H30O9", "method": "ωB97M-V/def2-TZVPD", "elements": ["C", "O", "C", "C", "O", "C", "H", "H", "H", "H", "H", "H", "H", "H", "H", "H", "O", "H", "H", "O", "H", "H", "O", "H", "H", "O", "H", "H", "C", "O", "H", "H", "H", "H", "C", "O", "H", "H", "H", "H", "C", "O", "H", "H", "H", "H"], "xyz": [[-0.0261, 1.2170, -2.1837], [-1.2485, 0.5385, -2.2781], [-2.3005, 1.2703, -2.8775], [-2.4347, 0.9649, -4.3568], [-2.7158, -0.4055, -4.5145], [-3.3791, -0.6714, -5.7226], [-0.0966, 2.2539, -1.8371], [0.5692, 1.2361, -3.1117], [0.5818, 0.6292, -1.4931], [-2.1148, 2.3440, -2.7500], [-3.2287, 0.9987, -2.3741], [-1.5021, 1.2101, -4.8803], [-3.2733, 1.5608, -4.7417], [-2.8008, -0.2837, -6.5735], [-4.3659, -0.1943, -5.7543], [-3.4741, -1.7495, -5.8137], [3.7519, -2.3553, 0.9734], [2.8136, -2.2134, 0.7959], [4.1662, -2.3037, 0.1080], [-1.0474, -2.1778, 1.8978], [-0.3811, -2.1691, 2.5970], [-0.5760, -2.4139, 1.0845], [0.1069, -2.1648, -0.5362], [-0.1612, -2.3864, -1.4328], [0.1675, -1.2018, -0.5169], [1.4943, -0.2514, 0.9478], [1.4167, -0.8044, 1.7303], [1.8936, 0.5756, 1.2511], [-1.8678, 1.2114, 1.2315], [-2.3409, 0.2600, 2.1589], [-2.6677, 1.4569, 0.5121], [-1.6262, 2.1343, 1.7575], [-1.0436, 0.8266, 0.6288], [-1.9547, -0.6126, 1.9797], [0.7900, -1.4533, 4.7364], [1.3911, -1.8826, 3.4978], [0.9532, -2.1884, 5.5208], [1.1756, -0.4706, 5.0109], [-0.2736, -1.3348, 4.5439], [2.3281, -2.0491, 3.6403], [4.0445, 2.5057, 2.8559], [3.0613, 1.5118, 2.5632], [4.3701, 2.4552, 3.8947], [4.8920, 2.4181, 2.1750], [3.5616, 3.4676, 2.6977], [3.3721, 0.6910, 2.9575]], "smiles": "COCCOC.CO.CO.CO.O.O.O.O", "e_above_lowest_kcal_mol": 60.26, "lumo_energy_ev": 0.3, "total_charge": 0, "orbital_gap_ev": 9.4}


5.
{"formula": "C7H32N10O10", "method": "ωB97M-V/def2-TZVPD", "elements": ["C", "O", "N", "N", "H", "H", "H", "H", "C", "O", "N", "N", "H", "H", "H", "H", "C", "O", "N", "N", "H", "H", "H", "H", "C", "O", "N", "N", "H", "H", "H", "H", "C", "O", "N", "N", "H", "H", "H", "H", "C", "C", "O", "O", "H", "H", "H", "H", "H", "H", "O", "H", "H", "O", "H", "H", "O", "H", "H"], "xyz": [[13.2030, -20.1328, 4.1040], [14.3791, -20.1649, 4.1805], [12.5598, -20.6877, 3.0607], [12.4338, -19.5448, 5.0085], [11.5662, -20.8691, 3.0592], [13.0884, -21.1947, 2.3652], [11.4345, -19.6302, 4.8893], [12.9307, -18.9325, 5.6396], [12.0885, -18.9463, 9.8394], [11.2028, -19.4358, 9.1812], [12.7049, -19.4750, 10.8717], [12.6130, -17.8324, 9.4540], [13.3184, -18.8047, 11.3127], [12.3705, -20.1697, 11.5241], [12.2305, -17.4594, 8.5968], [13.0498, -17.2654, 10.1666], [14.6344, -25.9791, 7.4374], [14.5395, -27.1234, 7.8536], [14.3013, -25.5157, 6.2956], [14.8752, -25.0060, 8.2293], [14.3094, -24.5291, 6.0793], [13.7926, -26.1434, 5.6896], [14.9348, -24.1237, 7.7415], [15.0401, -25.2504, 9.1953], [7.2266, -22.8217, 8.4582], [7.2433, -21.9017, 9.2753], [6.4422, -22.9571, 7.4815], [7.9915, -23.8296, 8.5876], [5.7707, -22.2349, 7.2632], [6.2976, -23.9336, 7.2680], [7.8330, -24.6198, 7.9789], [8.5972, -23.6922, 9.3841], [12.6361, -22.5069, 6.9164], [13.4853, -22.8030, 6.1305], [11.7489, -23.3104, 7.3380], [12.5596, -21.3095, 7.3644], [11.9207, -24.1782, 6.8508], [10.8997, -22.9594, 7.7573], [13.2756, -20.6854, 7.0209], [11.8452, -21.0107, 8.0128], [10.3270, -24.9027, 3.6412], [9.8335, -25.2454, 5.1205], [11.0794, -25.4359, 5.9323], [10.9860, -23.7178, 3.5927], [9.5362, -24.7432, 2.9081], [11.0742, -25.5993, 3.2612], [9.2758, -26.1590, 4.9148], [9.1928, -24.4713, 5.5429], [11.5582, -26.1556, 5.5147], [11.6823, -23.7152, 4.2536], [14.0378, -23.7885, 3.3283], [14.1159, -22.8757, 3.0509], [14.0975, -23.7551, 4.2830], [15.7002, -21.5879, 8.7233], [14.9351, -21.9660, 9.1567], [15.3772, -20.7768, 8.3307], [15.0551, -19.7206, 6.8511], [15.2457, -18.8108, 6.6227], [14.8951, -20.1504, 6.0110]], "smiles": "NC(N)=O.NC(N)=O.NC(N)=O.NC(N)=O.NC(N)=O.OCCO.O.O.O", "lumo_energy_ev": 0.1, "total_charge": 0, "orbital_gap_ev": 9.2}